DFT (wB97M-V/def2-TZVPD) results for Ca2F4H2O6P2 as an isolated structure.

Geometry as XYZ:
```
16
Properties=species:S:1:pos:R:3
Ca 33.58 -16.34 -2.76
Ca 30.34 -15.97 -1.25
O 31.66 -15.26 -2.99
H 31.59 -14.80 -3.84
O 32.41 -17.19 -0.90
H 32.94 -17.99 -0.70
O 29.78 -17.25 -3.04
P 30.70 -17.94 -4.04
O 32.18 -17.87 -3.83
F 30.32 -17.16 -5.42
F 30.04 -19.32 -4.39
O 31.66 -14.47 -0.21
P 33.13 -14.09 -0.21
O 34.09 -14.77 -1.11
F 33.58 -14.27 1.32
F 32.97 -12.54 -0.69
```

As for the energy relative to the best compared isomer or geometry (same formula, charge and spin): 32.72 kJ/mol. The value obtained for the total energy is -78657.7893 eV. The orbital gap is 8.611 eV.